[1]
The following is a DFT calculation (wB97M-V/def2-TZVPD) of C5H12OSi2 in the gas phase.

## Properties
* F_max: 4.027 eV/A
* SMILES: [SiH3]CC1=C([SiH3])OCC1
* LUMO energy: 0.818 eV
* ΔE to the lowest compared entry with this formula, charge and spin: 351.8 kJ/mol

Last column: Löwdin charge in e.
Element x y z (Å)
C 0.396 -0.173 -0.319  -0.368
C 0.503 -0.237 1.046  -0.422
C 0.419 -1.570 -0.900  -0.125
C 0.049 -2.347 0.394  -0.159
C 0.267 1.119 -1.100  -0.367
O 0.437 -1.499 1.484  -0.139
Si 0.723 1.213 2.327  0.734
Si -1.550 1.454 -1.592  0.652
H -0.374 -1.719 -1.569  0.077
H 1.489 -1.873 -1.137  0.139
H -1.050 -2.304 0.375  0.124
H 0.633 -3.338 0.538  0.154
H 0.617 1.904 -0.337  0.042
H 1.161 1.132 -1.839  0.105
H 1.997 1.901 2.469  -0.101
H 0.832 0.345 3.513  -0.067
H -0.359 2.198 1.798  -0.040
H -1.909 2.462 -2.491  -0.125
H -2.317 1.171 -0.320  -0.053
H -1.965 0.162 -2.339  -0.064

***

[2]
The following is a DFT calculation (wB97M-V/def2-TZVPD) of a molecular structure, C46H54BrI2N5O4Pb.

## Properties
* F_max: 0.949 eV/A
* LUMO energy: -8.015 eV
* total charge: +2
* ΔE to the lowest compared entry with this formula, charge and spin: 34.2 kJ/mol

Last column: Löwdin charge in e.
Element x y z (Å)
Pb -0.046 1.807 0.781  1.526
O -2.517 -0.333 4.167  0.056
C -2.043 0.357 5.247  -0.253
C -2.637 0.156 6.491  -0.018
C -2.201 0.853 7.601  -0.060
C -1.161 1.767 7.486  -0.071
C -0.569 1.960 6.256  -0.021
C -0.987 1.267 5.113  -0.088
C -0.290 1.534 3.827  -0.459
O -0.702 0.948 2.765  -0.225
N 0.723 2.393 3.881  0.086
N 1.196 2.587 2.618  -0.114
C 2.344 3.133 2.487  -0.055
C 2.894 3.323 1.134  -0.261
C 4.197 3.764 0.939  0.005
C 4.675 3.884 -0.354  -0.026
C 3.847 3.560 -1.421  -0.030
C 2.560 3.136 -1.141  -0.126
N 2.092 3.030 0.101  -0.008
H -3.214 -0.917 4.487  0.109
H -3.451 -0.554 6.579  0.119
H -2.675 0.679 8.557  0.115
H -0.818 2.320 8.349  0.109
H 0.245 2.662 6.149  0.108
H 2.925 3.419 3.358  0.141
H 4.816 4.009 1.791  0.125
H 5.684 4.228 -0.532  0.123
H 4.180 3.647 -2.444  0.116
H 1.869 2.890 -1.937  0.096
C -4.292 -3.258 -4.160  -0.047
C -2.976 -3.346 -3.386  -0.543
C -1.872 -3.847 -4.338  -0.018
C -3.149 -4.347 -2.229  -0.020
C -2.517 -2.014 -2.826  -0.056
C -1.358 -1.970 -2.073  0.042
C -0.840 -0.737 -1.708  -0.115
N 0.213 -0.552 -0.922  0.153
C 1.299 -1.231 -0.776  -0.101
C 1.924 -2.041 -1.763  0.049
C 2.961 -2.838 -1.398  -0.087
C 3.452 -2.859 -0.001  0.072
C 3.037 -2.049 0.981  -0.066
C 2.034 -1.032 0.582  -0.190
O 1.830 -0.015 1.209  0.027
C 3.561 -2.052 2.405  -0.536
C 4.473 -3.258 2.630  -0.049
C 4.373 -0.772 2.668  -0.020
C 2.381 -2.139 3.387  -0.018
C 3.653 -3.768 -2.367  -0.550
C 3.552 -5.214 -1.845  -0.018
C 3.051 -3.707 -3.768  -0.051
C 5.134 -3.344 -2.442  -0.015
C -1.597 0.537 -2.050  -0.243
O -1.046 1.600 -1.850  -0.018
C -2.963 0.419 -2.617  -0.044
C -3.296 -0.810 -3.061  0.076
C -3.885 1.620 -2.775  -0.526
C -3.566 2.288 -4.123  -0.022
C -5.345 1.138 -2.781  -0.040
C -3.743 2.644 -1.639  -0.042
H -4.545 -4.250 -4.530  0.099
H -5.120 -2.926 -3.531  0.097
H -4.221 -2.598 -5.026  0.097
H -2.191 -4.792 -4.777  0.101
H -1.690 -3.141 -5.150  0.100
H -0.932 -4.019 -3.813  0.074
H -3.487 -5.297 -2.640  0.101
H -2.219 -4.532 -1.693  0.081
H -3.897 -4.005 -1.513  0.100
H -0.836 -2.876 -1.802  0.127
H 1.525 -2.048 -2.767  0.119
H 4.225 -3.581 0.216  0.103
H 5.383 -3.208 2.029  0.093
H 4.780 -3.274 3.675  0.098
H 3.965 -4.202 2.422  0.097
H 5.179 -0.663 1.939  0.096
H 3.752 0.121 2.644  0.069
H 4.825 -0.842 3.657  0.098
H 1.831 -3.072 3.257  0.098
H 2.769 -2.122 4.406  0.099
H 1.686 -1.306 3.286  0.076
H 2.511 -5.531 -1.758  0.097
H 4.047 -5.876 -2.555  0.100
H 4.035 -5.355 -0.880  0.084
H 2.000 -4.007 -3.773  0.082
H 3.137 -2.714 -4.211  0.095
H 3.587 -4.400 -4.415  0.100
H 5.636 -3.397 -1.477  0.086
H 5.656 -4.019 -3.121  0.102
H 5.235 -2.329 -2.829  0.098
H -4.238 -0.937 -3.569  0.101
H -3.731 1.600 -4.953  0.096
H -4.216 3.153 -4.261  0.102
H -2.534 2.639 -4.164  0.045
H -5.603 0.582 -3.683  0.086
H -5.567 0.517 -1.913  0.101
H -6.000 2.007 -2.751  0.097
H -2.798 3.178 -1.658  0.027
H -4.539 3.380 -1.749  0.098
H -3.860 2.179 -0.656  0.098
Br -2.223 7.508 0.237  0.781
C -2.373 5.925 1.236  -0.662
C -3.233 5.836 2.318  -0.076
C -3.308 4.634 3.000  -0.019
C -2.517 3.574 2.594  -0.107
N -1.671 3.676 1.566  -0.038
C -1.603 4.826 0.893  -0.199
H -3.834 6.686 2.611  0.118
H -3.970 4.517 3.846  0.122
H -2.551 2.617 3.098  0.107
H -0.913 4.887 0.059  0.059
I -0.712 5.090 -3.189  0.087
I -0.053 7.639 -3.477  0.107

***

[3]
The following is a DFT calculation (wB97M-V/def2-TZVPD) of a molecular structure, C52H48InN3O18PS.

## Properties
* F_max: 0.632 eV/A
* LUMO energy: -0.601 eV
* total charge: -1
* ΔE to the lowest compared entry with this formula, charge and spin: 0.0 kJ/mol

Last column: Löwdin charge in e.
Element x y z (Å)
C -1.806 -5.816 0.884  -0.258
In -2.461 -3.719 0.536  0.594
C -4.588 -3.830 -0.162  -0.293
C -5.184 -2.528 -0.703  -0.319
C -5.032 -1.374 0.295  -0.208
C -6.064 -0.258 0.157  -0.175
O -7.073 -0.316 1.185  -0.025
C -6.748 0.239 2.360  -0.378
O -7.273 -0.046 3.393  0.084
C -1.155 -2.882 -1.074  -0.326
C -1.525 -1.541 -1.715  -0.553
S -0.230 -0.248 -1.671  0.960
C -0.728 0.598 -0.245  -0.683
N -0.900 0.156 0.951  0.090
N -1.316 1.232 1.720  0.055
C -1.343 2.244 0.932  -0.194
O -0.996 1.944 -0.333  0.001
P -2.071 -2.617 2.860  0.655
N -2.979 -1.121 3.070  -0.272
O -3.092 -3.574 3.823  -0.464
H -2.152 -6.136 1.873  -0.045
H -2.225 -6.487 0.130  -0.041
H -0.715 -5.866 0.868  -0.038
H -5.245 -4.198 0.637  0.031
H -4.628 -4.590 -0.953  0.026
H -6.261 -2.646 -0.899  0.101
H -4.712 -2.258 -1.656  0.095
H -5.085 -1.794 1.304  0.100
H -4.031 -0.937 0.194  0.084
H -6.604 -0.320 -0.787  0.122
H -5.583 0.727 0.205  0.110
H -5.974 1.025 2.280  0.145
H -0.155 -2.818 -0.637  0.028
H -1.113 -3.630 -1.870  -0.001
H -2.442 -1.078 -1.345  0.039
H -1.664 -1.657 -2.798  0.046
H -1.604 3.262 1.178  0.133
H -3.968 -1.288 3.220  -0.010
H -2.856 -0.485 2.294  -0.052
H -3.639 -4.098 3.229  -0.015
C -2.017 -6.053 -6.123  0.014
C -1.371 -6.309 -4.990  0.026
C -0.613 -5.246 -4.278  -0.384
O -0.024 -5.469 -3.248  0.122
C -0.617 -3.885 -4.877  0.021
C -1.265 -3.631 -6.011  0.018
C -2.014 -4.695 -6.724  -0.391
O -2.603 -4.465 -7.760  0.093
H -2.576 -6.808 -6.661  0.118
H -1.361 -7.288 -4.528  0.123
H -0.064 -3.130 -4.333  0.121
H -1.282 -2.650 -6.467  0.120
C 2.512 6.159 -2.017  0.024
C 3.359 5.149 -2.203  0.023
C 3.042 3.785 -1.712  -0.373
O 3.817 2.864 -1.875  0.099
C 1.752 3.582 -1.005  0.015
C 0.909 4.594 -0.817  0.022
C 1.221 5.960 -1.312  -0.375
O 0.446 6.878 -1.148  0.111
H 2.721 7.160 -2.371  0.111
H 4.307 5.270 -2.715  0.102
H 1.547 2.576 -0.662  0.115
H -0.036 4.478 -0.305  0.106
C 5.045 5.886 -6.129  0.029
C 4.981 5.406 -7.368  0.023
C 3.858 5.754 -8.275  -0.387
O 3.801 5.320 -9.404  0.104
C 2.803 6.656 -7.744  0.021
C 2.865 7.137 -6.506  0.024
C 3.994 6.793 -5.605  -0.369
O 4.054 7.234 -4.477  0.094
H 5.849 5.641 -5.444  0.100
H 5.733 4.743 -7.776  0.120
H 1.993 6.892 -8.423  0.121
H 2.110 7.795 -6.095  0.123
C 2.882 -0.720 5.876  -0.002
C 2.805 -1.232 4.653  0.017
C 1.677 -0.893 3.743  -0.385
O 1.641 -1.321 2.614  0.098
C 0.622 0.019 4.271  0.024
C 0.705 0.519 5.502  0.005
C 1.843 0.202 6.391  -0.412
O 1.942 0.703 7.496  0.071
H 3.713 -0.910 6.543  0.120
H 3.567 -1.883 4.243  0.121
H -0.199 0.263 3.608  0.079
H -0.043 1.192 5.905  0.122
C -6.516 -6.987 5.254  0.018
C -6.161 -7.277 6.501  0.012
C -5.508 -6.264 7.371  -0.390
O -5.190 -6.536 8.510  0.090
C -5.265 -4.921 6.793  0.025
C -5.623 -4.627 5.546  0.022
C -6.276 -5.637 4.677  -0.380
O -6.605 -5.381 3.540  0.110
H -6.990 -7.706 4.598  0.118
H -6.324 -8.251 6.946  0.116
H -4.780 -4.203 7.442  0.124
H -5.443 -3.656 5.103  0.116
C 8.613 1.427 -3.840  0.023
C 8.069 2.591 -4.179  0.019
C 7.261 3.375 -3.211  -0.371
O 6.776 4.442 -3.528  0.084
C 7.082 2.811 -1.852  0.017
C 7.625 1.646 -1.512  0.031
C 8.436 0.862 -2.476  -0.383
O 8.942 -0.195 -2.169  0.111
H 9.207 0.836 -4.526  0.121
H 8.187 3.025 -5.164  0.118
H 6.482 3.397 -1.169  0.116
H 7.506 1.211 -0.527  0.125
C 3.488 3.105 2.832  0.034
C 2.717 4.110 2.428  0.022
C 1.810 4.813 3.372  -0.383
O 1.104 5.725 2.997  0.100
C 1.800 4.354 4.784  0.027
C 2.572 3.351 5.192  0.022
C 3.478 2.649 4.246  -0.372
O 4.170 1.722 4.606  0.111
H 4.149 2.568 2.163  0.123
H 2.702 4.462 1.405  0.099
H 1.126 4.879 5.449  0.123
H 2.574 2.988 6.213  0.117

***

Question: Which formula does entry 1 have?
Answer: C5H12OSi2

***

Question: Among the records above, which one has the lowest ΔE to the lowest compared entry with this formula, charge and spin?
Answer: C52H48InN3O18PS